{"formula": "C29H19Cl3N2O3Ti", "method": "ωB97M-V/def2-TZVPD", "relative_energy_kj_mol": 0.0, "largest_force_ev_per_a": 1.39, "charge": 2, "molar_mass_g_mol": 597.71, "energy_ha": -3681.3956, "orbital_gap_ev": 6.63, "homo_ha": -0.5195, "symbols": ["Ti", "Cl", "C", "C", "C", "C", "O", "C", "C", "N", "C", "C", "C", "C", "C", "C", "C", "C", "N", "C", "C", "H", "H", "H", "H", "H", "H", "H", "H", "H", "H", "C", "C", "C", "C", "C", "C", "H", "H", "H", "H", "H", "H", "Cl", "C", "C", "C", "Cl", "C", "O", "C", "C", "O", "C", "H", "H", "H"], "positions_angstrom": [[7.81, -18.12, 4.06], [4.60, -16.14, -2.12], [5.47, -16.79, -0.78], [5.55, -18.17, -0.67], [6.27, -18.79, 0.36], [6.88, -17.99, 1.30], [7.49, -18.52, 2.34], [6.91, -16.61, 1.16], [7.79, -15.83, 2.00], [8.29, -16.24, 3.12], [9.35, -15.56, 3.82], [9.48, -14.22, 4.05], [10.57, -13.74, 4.85], [11.48, -14.61, 5.38], [11.36, -16.01, 5.15], [12.23, -16.98, 5.67], [11.96, -18.31, 5.45], [10.80, -18.67, 4.77], [9.94, -17.79, 4.24], [10.26, -16.46, 4.39], [6.18, -16.02, 0.11], [5.03, -18.79, -1.40], [6.34, -19.85, 0.42], [8.09, -14.87, 1.57], [8.75, -13.50, 3.69], [10.69, -12.69, 5.05], [12.28, -14.29, 6.01], [13.12, -16.70, 6.22], [12.62, -19.07, 5.84], [10.52, -19.72, 4.69], [6.19, -14.94, 0.02], [7.81, -20.33, 5.40], [7.88, -20.99, 4.17], [6.76, -21.15, 3.35], [5.55, -20.59, 3.76], [5.49, -19.87, 4.95], [6.60, -19.77, 5.78], [8.67, -20.30, 6.07], [8.82, -21.44, 3.85], [6.84, -21.73, 2.45], [4.66, -20.77, 3.19], [4.54, -19.44, 5.27], [6.53, -19.24, 6.73], [5.50, -12.53, 8.30], [6.15, -13.94, 7.55], [7.35, -14.50, 8.00], [7.91, -15.63, 7.40], [9.33, -16.37, 7.99], [7.30, -16.16, 6.26], [7.82, -17.20, 5.66], [6.13, -15.62, 5.79], [5.51, -16.18, 4.66], [5.95, -17.12, 3.97], [5.57, -14.51, 6.44], [7.87, -14.08, 8.83], [4.52, -15.79, 4.36], [4.63, -14.12, 6.07]]}

{"formula": "C29H19N5ORhS4", "method": "ωB97M-V/def2-TZVPD", "relative_energy_kj_mol": 0.0, "largest_force_ev_per_a": 0.43, "charge": -1, "molar_mass_g_mol": 684.68, "energy_ha": -3168.9896, "orbital_gap_ev": [5.51, 5.51], "homo_ha": [-0.1277, -0.1276], "symbols": ["Rh", "C", "C", "C", "C", "N", "C", "N", "C", "N", "C", "N", "C", "C", "C", "C", "C", "N", "C", "C", "C", "C", "C", "C", "H", "H", "H", "H", "H", "H", "H", "H", "H", "H", "H", "H", "S", "C", "S", "S", "C", "C", "O", "S", "C", "C", "C", "C", "C", "C", "C", "C", "H", "H", "H", "H", "H", "H", "H"], "positions_angstrom": [[-0.18, 0.05, 0.22], [3.25, 2.57, 1.10], [4.34, 1.93, 0.52], [4.16, 0.66, 0.03], [2.90, 0.03, 0.11], [1.81, 0.71, 0.53], [2.03, 1.93, 1.08], [2.94, -1.31, -0.17], [1.91, -2.09, -0.14], [0.59, -1.78, -0.03], [-0.14, -2.93, -0.02], [-1.41, -3.07, -0.05], [-2.35, -2.06, -0.23], [-3.59, -2.62, -0.57], [-4.64, -1.80, -0.91], [-4.46, -0.45, -0.78], [-3.25, 0.08, -0.29], [-2.15, -0.72, -0.12], [0.78, -4.10, -0.08], [0.56, -5.46, -0.10], [1.67, -6.29, -0.26], [2.95, -5.75, -0.39], [3.16, -4.38, -0.36], [2.06, -3.57, -0.20], [3.33, 3.54, 1.57], [5.31, 2.42, 0.47], [4.97, 0.08, -0.38], [1.16, 2.41, 1.50], [-3.65, -3.70, -0.58], [-5.58, -2.21, -1.25], [-5.26, 0.24, -0.99], [-4.40, 1.80, 0.09], [-0.43, -5.86, 0.01], [1.54, -7.36, -0.29], [3.80, -6.42, -0.52], [4.15, -3.94, -0.45], [-0.58, 2.47, 4.15], [-0.52, 1.01, 3.56], [-0.48, -0.31, 2.79], [-0.80, 2.28, 0.13], [-3.20, 5.66, 5.59], [-3.99, 6.90, 5.25], [-4.40, 7.67, 6.08], [-4.26, 7.33, 3.53], [-3.77, 5.90, 2.61], [-4.59, 4.78, 2.53], [-4.17, 3.66, 1.84], [-2.95, 3.63, 1.17], [-2.15, 4.78, 1.23], [-2.55, 5.90, 1.94], [-2.46, 2.39, 0.49], [-3.37, 1.47, 0.10], [-3.38, 5.42, 6.63], [-2.14, 5.88, 5.45], [-3.45, 4.81, 4.95], [-5.55, 4.79, 3.04], [-4.79, 2.77, 1.85], [-1.20, 4.77, 0.72], [-1.91, 6.77, 1.99]]}